# 1
Below is a structure of composition C39H53N5OsP2, with properties calculated with ωB97M-V/def2-TZVPD.

Computed properties:
Energy relative to the best compared isomer or geometry (same formula, charge and spin), eV: 4.661

Structure (ORCA input):
```
! RIJCOSX wB97M-V def2-TZVPD def2/J DEFGRID3
* xyz 2 5
Os 1.198 0.247 -1.519
C -2.176 1.524 2.988
C -0.892 1.164 2.930
C -0.305 -0.213 3.119
C -1.099 -1.443 2.600
C -1.812 -1.348 1.280
C -2.965 -0.710 1.084
C -3.880 -0.325 2.226
C -3.335 0.643 3.313
C -0.564 0.685 -2.400
H -2.470 2.596 2.936
H -0.111 1.919 2.749
H -0.149 -0.375 4.204
H 0.730 -0.194 2.710
H -0.357 -2.253 2.477
H -1.854 -1.733 3.354
H -1.253 -1.761 0.410
H -3.490 -0.778 0.115
H -4.309 -1.222 2.730
H -4.748 0.177 1.781
H -4.139 1.368 3.550
H -3.171 0.072 4.241
H -1.251 0.308 -1.608
H -0.780 0.155 -3.347
H -0.717 1.775 -2.452
P 0.981 -1.702 -2.346
P 2.611 -0.806 0.688
N -0.358 -2.799 -2.418
N 1.749 -2.188 -3.879
N 2.630 -2.682 1.603
N 4.399 -0.742 1.360
C 2.025 -2.619 -1.191
C 3.084 -1.559 -0.875
C -1.463 -2.601 -3.256
C -2.029 -3.840 -3.529
C -1.230 -4.836 -2.883
C -0.202 -4.178 -2.229
C 1.872 -1.400 -5.016
C 2.528 -2.142 -5.997
C 2.819 -3.427 -5.440
C 2.319 -3.433 -4.143
C 2.018 -3.099 2.764
C 2.210 -4.475 2.970
C 2.997 -4.930 1.874
C 3.278 -3.804 1.099
C 4.922 -1.252 2.549
C 6.321 -1.318 2.465
C 6.674 -0.819 1.168
C 5.482 -0.473 0.531
H 2.454 -3.527 -1.614
H 1.407 -2.911 -0.329
H 4.130 -1.844 -0.966
H 2.987 -0.662 -1.627
H -1.739 -1.602 -3.530
H -2.916 -4.013 -4.120
H -1.370 -5.907 -2.879
H 0.597 -4.568 -1.631
H 1.506 -0.390 -5.004
H 2.761 -1.809 -6.997
H 3.330 -4.250 -5.914
H 2.355 -4.212 -3.406
H 1.498 -2.398 3.421
H 1.839 -5.062 3.800
H 3.345 -5.939 1.663
H 3.863 -3.775 0.189
H 4.277 -1.566 3.364
H 6.997 -1.685 3.220
H 7.663 -0.733 0.750
H 5.317 -0.097 -0.467
C -3.816 6.153 2.010
C -3.612 4.917 1.183
C -4.689 4.033 1.104
C -4.606 2.875 0.322
C -5.831 2.018 0.217
C -3.419 2.569 -0.326
C -2.214 3.351 -0.142
C -2.439 4.634 0.492
N -1.044 2.818 -0.523
C 0.266 3.485 -0.490
C 0.317 4.669 -1.433
C 0.588 3.915 0.927
C 1.380 2.472 -0.938
H -4.575 6.807 1.563
H -4.188 5.890 3.007
H -2.895 6.725 2.128
H -5.618 4.258 1.630
H -6.156 1.674 1.209
H -6.671 2.594 -0.196
H -5.649 1.150 -0.424
H -3.366 1.686 -0.968
H -1.664 5.402 0.443
H -0.458 5.395 -1.184
H 1.303 5.139 -1.352
H 0.172 4.324 -2.460
H 0.548 3.055 1.600
H 1.580 4.375 0.973
H -0.157 4.634 1.263
H 2.369 2.770 -0.567
H 1.039 1.545 -0.290
H 1.467 2.463 -2.043
*
```

Löwdin atomic charge list, values in e, 8 entries:
1. Os 0.866
2. C -0.117
3. C -0.102
4. C -0.179
5. C -0.173
6. C -0.104
7. C -0.120
8. C -0.175

***

# 2
Below is a cluster of 2 separate species, C11H17BrSi in total, with properties calculated with ωB97M-V/def2-TZVPD.

Computed properties:
Energy relative to the best compared isomer or geometry (same formula, charge and spin), eV: 4.579

Structure (ORCA input):
```
! RIJCOSX wB97M-V def2-TZVPD def2/J DEFGRID3
* xyz 0 1
C -0.764 4.078 -0.758
C -1.811 3.151 -0.832
C 0.393 3.727 -0.113
C -1.569 1.832 -0.371
C 0.669 2.410 0.287
C -0.340 1.461 0.192
C 1.165 -2.302 -0.686
C -0.795 -2.963 0.725
C -1.226 -1.577 -1.383
C 1.293 -0.471 2.225
C -0.292 -1.801 -0.197
Si 0.150 -0.235 0.752
Br 4.934 0.352 -0.351
H -1.037 5.029 -1.035
H -2.753 3.491 -1.231
H 1.169 4.372 0.149
H -2.392 1.035 -0.507
H 1.718 2.210 0.579
H 1.832 -1.663 -1.254
H 1.630 -2.797 0.175
H 0.819 -3.195 -1.442
H -1.828 -2.579 0.989
H -0.262 -3.230 1.588
H -1.085 -3.828 0.174
H -0.581 -1.065 -2.149
H -1.373 -2.652 -1.696
H -2.246 -1.295 -1.364
H 2.325 -0.057 1.993
H 0.914 0.101 2.997
H 1.344 -1.539 2.543
*
```

natural (NBO) atomic charge list, values in e, 8 entries:
1. C -0.155
2. C -0.203
3. C -0.196
4. C -0.164
5. C -0.153
6. C -0.649
7. C -0.628
8. C -0.610